The following is a quantum chemistry calculation of a molecular structure, C3H7NO2, from OMol25.

Summary:
Orbital gap in eV: 8.739
HOMO energy in eV: -8.289
M in g mol⁻¹: 89.09

Atoms and positions in Å:
C (1.540, -0.479, 0.552)
O (0.702, -0.594, -0.605)
H (0.111, 0.618, -0.935)
H (2.582, -0.485, 0.227)
H (1.378, -1.317, 1.234)
H (1.325, 0.459, 1.073)
C (-0.843, 1.579, -0.848)
C (-0.871, -0.974, -0.317)
N (-1.392, -1.003, 0.807)
O (-1.021, 2.081, 0.244)
H (-0.956, -0.442, 1.538)
H (-1.365, 2.016, -1.733)
H (-1.188, -1.459, -1.235)